This record from the OMol25 dataset describes a 10-piece molecular cluster, C70H160F18N5O2P5 overall. The level of theory is ωB97M-V with the def2-TZVPD basis set.

Element x y z (Å)
1 P -0.927250 25.394566 22.682185
2 P 2.115046 29.751163 22.053574
3 P -3.747863 16.088821 24.495122
4 P -1.214686 19.496624 21.171908
5 P -4.865157 24.495274 27.748366
6 F -3.851856 24.866387 28.972269
7 F 0.290814 20.077328 21.337714
8 F -4.350964 22.961860 27.875591
9 F -2.641713 18.688169 21.116621
10 F -0.351849 18.106885 20.998242
11 F -1.529552 23.884807 22.552614
12 F -1.546343 25.726822 24.092732
13 F -6.107801 24.406597 28.785120
14 F -0.265515 26.921831 22.635853
15 F -1.106195 19.306162 22.790260
16 F -2.217750 25.980022 21.915190
17 F 0.381656 24.799596 23.543326
18 F -1.265136 19.844935 19.582570
19 F -2.021793 20.879122 21.376026
20 F -5.965174 24.193762 26.623672
21 F -0.194331 25.192079 21.254910
22 F -3.762030 24.730317 26.565085
23 F -5.169981 26.059098 27.495869
24 O -7.008826 23.810487 22.749799
25 O -3.581792 27.565078 24.810760
26 N -0.131751 24.840603 28.006720
27 N -4.693944 32.440579 19.350895
28 N -4.647456 21.274020 17.867781
29 N 2.201193 22.899291 19.923565
30 N -4.378901 25.208560 23.556227
31 C -2.592696 20.830050 25.202179
32 C -2.423435 14.920768 25.061307
33 C 2.743977 22.062156 21.200148
34 C -5.449195 16.212725 29.278738
35 C -4.333936 18.950926 24.829432
36 C 0.176842 28.738920 18.463182
37 C -4.035638 34.753118 18.445165
38 C 0.127385 24.926297 26.473273
39 C -2.696118 28.731529 24.836952
40 C 4.145590 24.331250 19.620108
41 C -5.682568 16.489820 27.808478
42 C -5.241154 32.977474 20.707104
43 C 2.154702 22.564815 22.551200
44 C 0.164744 16.773362 25.087733
45 C 1.270484 26.843779 28.658616
46 C -4.010985 35.630767 17.188939
47 C 4.366416 23.161590 18.643664
48 C 3.788933 31.387610 23.780099
49 C 2.752453 27.531424 23.800150
50 C 1.217752 25.326800 28.622260
51 C -5.296893 15.544910 25.303706
52 C -4.688658 14.893806 22.008404
53 C -1.425985 33.185050 24.241628
54 C 4.975564 32.336637 23.982415
55 C -3.355081 23.414440 18.523885
56 C -3.898141 16.067737 22.676393
57 C -3.895722 19.459836 16.665197
58 C -0.073337 27.443212 17.724483
59 C 2.686001 24.390864 19.946246
60 C 3.456159 30.986104 22.317201
61 C 4.021922 25.637269 25.098151
62 C -3.209672 31.990454 19.398728
63 C 1.018807 28.528642 19.750857
64 C -3.170228 30.457527 19.621035
65 C -4.866772 33.458984 18.214567
66 C -3.469938 20.844094 16.980978
67 C 2.987470 22.343678 18.681363
68 C -4.603438 29.963279 19.727445
69 C -0.151635 27.300779 28.499972
70 C -0.213415 16.018530 23.905849
71 C 0.269552 22.177267 28.275563
72 C -4.436798 12.621016 20.959135
73 C 0.686534 30.168975 23.184692
74 C -0.635346 23.427561 28.545522
75 C -3.896167 20.227852 25.648294
76 C 0.661246 22.676764 19.694710
77 C -3.150521 24.800082 18.150704
78 C -7.907438 23.578941 21.616044
79 C -5.428853 31.100607 19.118047
80 C 2.954154 22.108915 23.806590
81 C -4.725362 23.704031 23.550317
82 C -5.331947 26.329427 23.823597
83 C 2.632181 28.092550 22.397256
84 C -1.046755 25.999433 28.501886
85 C -5.838343 20.776221 17.078436
86 C -1.137054 31.697055 23.958649
87 C -5.234710 15.288230 26.879509
88 C -3.268624 17.730074 24.998297
89 C 3.865681 26.535437 23.845259
90 C 0.136367 31.550000 23.077422
91 C -1.204126 14.732140 24.189754
92 C -5.372200 19.423178 16.433072
93 C -5.669701 23.360375 22.426628
94 C -0.315930 20.827051 28.718376
95 C 6.307174 31.702924 23.595612
96 C -3.898727 13.587787 21.981560
97 C -4.599212 20.623341 19.269536
98 C -4.721466 22.841073 17.967592
99 C 1.562112 29.862036 20.358779
100 C -4.593464 27.725923 23.840118
101 H 4.970283 25.107643 25.007627
102 H -1.990467 33.329650 25.162794
103 H 2.434607 21.053610 20.925861
104 H -4.939016 15.258551 21.012222
105 H 4.787899 33.209113 23.356584
106 H -3.234398 29.615616 25.178645
107 H -0.837641 29.060477 18.698791
108 H -3.815560 13.075304 22.939967
109 H 0.506343 27.863688 20.446063
110 H -2.937213 16.230608 22.188346
111 H -0.894234 31.226641 24.911461
112 H 4.060749 30.457524 24.279258
113 H 2.500180 22.648115 24.638021
114 H -3.368626 21.432405 16.068990
115 H -6.177384 33.412238 20.356995
116 H 2.365713 30.224238 19.717576
117 H 3.235421 24.896456 25.242056
118 H -8.255909 22.557992 21.460073
119 H 2.841280 31.722121 24.202197
120 H -4.684832 19.545480 19.131711
121 H 0.452380 22.128696 27.202108
122 H 2.966405 31.789459 21.766876
123 H 5.192455 22.520822 18.952160
124 H -5.303459 32.206187 21.474785
125 H -4.584155 21.038427 25.407970
126 H 6.316576 30.629841 23.786682
127 H -4.089492 25.292737 18.403132
128 H 7.208935 32.030516 24.112924
129 H 2.411586 24.994263 20.811531
130 H 1.809442 27.050517 24.060023
131 H 0.091098 22.618690 20.621898
132 H -5.417254 23.854192 21.488264
133 H -2.313099 25.320548 18.615402
134 H 0.696328 17.696212 24.855639
135 H -2.774869 30.111046 18.666181
136 H -5.924950 33.696552 18.105428
137 H -4.426363 35.207001 19.355882
138 H 0.695194 15.568531 23.505821
139 H -2.586431 32.293547 18.557424
140 H -3.672869 11.905554 20.654788
141 H -3.013670 34.420872 18.627654
142 H 2.725166 21.064039 24.016126
143 H 4.917267 32.585312 25.042069
144 H 0.812281 24.106421 26.256910
145 H 1.841626 27.909470 19.393507
146 H -5.170946 17.434876 27.626259
147 H -0.639679 26.684888 18.265132
148 H -3.841035 23.067432 23.578538
149 H -4.374041 16.990355 22.344138
150 H -6.184784 26.344917 23.144974
151 H -1.866475 28.689691 25.542676
152 H 4.272641 30.584600 21.716991
153 H -4.276719 14.881411 27.203315
154 H 2.992909 28.411579 24.396497
155 H -5.300816 28.484564 24.175082
156 H -7.561822 24.179364 20.774535
157 H -5.921916 14.465922 27.078663
158 H 1.716809 27.172666 29.597078
159 H 4.619661 24.302681 20.601204
160 H 3.777325 25.953048 22.928138
161 H -0.545238 14.000441 24.657293
162 H -3.066953 24.753161 17.064919
163 H -6.025671 21.504831 16.289674
164 H 2.075244 24.803533 28.199178
165 H 0.346558 23.470830 19.017565
166 H 0.445165 25.934733 26.208392
167 H -5.716920 18.480049 16.857091
168 H -1.994208 26.054437 27.965775
169 H 3.977315 26.278988 25.978098
170 H -6.751660 20.607346 17.648896
171 H -2.336212 28.868142 23.817195
172 H -2.639825 21.305217 24.222340
173 H -2.007238 15.271560 26.005676
174 H 0.681916 16.195031 25.853349
175 H 0.911669 32.268804 23.342624
176 H -4.838749 23.232624 16.957134
177 H -4.983567 35.514763 16.710693
178 H 1.168067 22.177631 22.805659
179 H 1.202112 22.378391 28.802790
180 H -2.365016 17.913663 24.417008
181 H -5.493618 30.986813 18.035940
182 H 1.827227 27.284967 27.831878
183 H -6.472504 31.132834 19.430875
184 H -0.679440 17.203399 25.626731
185 H -0.483903 33.695666 24.441270
186 H -3.741213 25.409934 22.799321
187 H -4.120383 28.041478 22.910218
188 H -5.431140 17.141615 29.848763
189 H 4.453807 25.280742 19.182430
190 H -0.598452 27.628259 16.787411
191 H -1.264212 25.727861 29.534876
192 H -2.468486 30.082663 20.366101
193 H -0.007559 31.829687 22.033796
194 H -4.507850 33.748629 20.943058
195 H -0.734611 20.954603 29.716646
196 H 0.763536 26.821074 17.407158
197 H -1.842625 20.039548 25.177581
198 H -3.787032 36.675369 17.405166
199 H -0.730306 23.515799 29.627789
200 H 0.615949 29.536411 17.863759
201 H -6.740839 16.569255 27.559742
202 H -5.780983 22.283685 22.298396
203 H -4.335383 33.030404 17.364834
204 H -5.690375 19.314307 15.396254
205 H -4.877317 30.017515 20.781081
206 H -8.867757 24.014728 21.891673
207 H -1.199966 20.505976 28.167461
208 H -1.785514 33.875718 23.478856
209 H -3.677466 20.853809 19.803743
210 H 2.058277 27.432300 21.747025
211 H -3.304444 19.174527 15.795089
212 H -3.811067 25.206233 24.391477
213 H -3.361754 35.311686 16.373596
214 H 3.554390 28.015458 21.821326
215 H -2.503736 20.804682 17.483983
216 H -0.918785 24.932647 26.167326
217 H -5.209899 23.589727 24.519982
218 H -5.538061 23.168862 18.610883
219 H -6.010258 16.330562 25.054763
220 H -3.872481 19.914908 26.692140
221 H -1.400416 14.344416 23.190135
222 H 3.102259 21.260246 18.714471
223 H 4.019607 22.337921 23.785066
224 H 2.385741 22.647053 17.824643
225 H -4.733807 28.963661 19.312872
226 H -2.480413 22.856103 18.190249
227 H 0.384088 19.992522 28.758933
228 H 3.832272 22.121192 21.215350
229 H 4.809183 27.051554 23.667665
230 H -5.263219 12.126291 21.469399
231 H 4.650415 23.477230 17.639765
232 H 0.678922 21.673267 19.269544
233 H -2.665591 32.399173 20.250212
234 H -5.676369 14.620595 22.379722
235 H -2.885863 13.810516 21.645991
236 H -4.474410 15.737537 29.388720
237 H -2.880700 17.661738 26.014633
238 H -2.916728 13.952480 25.145980
239 H -4.736738 13.063381 20.009162
240 H -5.298940 18.577782 25.172417
241 H -6.251347 15.573001 29.646735
242 H -3.437225 23.161079 19.580839
243 H 0.795523 30.636904 20.356790
244 H 2.153265 23.643941 22.704786
245 H -4.458193 19.171686 23.769290
246 H -0.475931 27.929727 29.329047
247 H 2.204607 24.835214 19.075079
248 H -1.996657 31.115566 23.625402
249 H -0.244467 27.876354 27.578993
250 H -5.547918 14.623200 24.778802
251 H -1.671861 23.489348 28.213972
252 H -2.290375 21.609209 25.901902
253 H 6.460596 31.724853 22.516677
254 H -3.550648 18.710102 17.377170
255 H 1.181004 24.940844 29.640980
256 H -5.716431 26.091210 24.815331
257 H -0.088250 29.437203 22.955947
258 H -5.478601 20.979381 19.806207
259 H 0.914374 29.979462 24.233626
260 H -0.681055 16.641069 23.143040

Atomic forces in eV per Å
P 2.5 -0.3 -0.2
P -0.5 0.7 2.3
P 0.5 -0.8 0.3
P 1.6 -2.0 1.4
P -1.7 1.2 1.4
F 0.2 0.0 -0.8
F 0.1 2.5 -0.9
F -0.8 0.3 -0.2
F 0.7 0.3 -0.2
F -1.9 -0.3 -0.9
F 0.0 0.9 0.6
F -1.1 -0.2 0.3
F 1.2 -0.6 0.2
F -0.1 -0.4 0.5
F -1.3 -0.2 0.0
F -0.7 0.2 -0.2
F -0.6 0.6 -1.3
F 0.3 -0.7 0.1
F 0.3 0.5 0.4
F 0.1 -1.2 -1.4
F 0.3 -0.5 0.0
F 1.5 -0.7 -0.6
F -0.1 0.9 0.7
O 0.0 -0.5 -1.1
O 1.4 1.3 0.5
N 2.4 1.5 0.3
N 0.6 -1.6 0.7
N -0.1 2.1 0.5
N 1.0 -0.2 0.8
N 0.8 -1.2 0.3
C 0.8 -0.4 0.3
C -0.1 0.5 -0.6
C -1.5 1.2 -0.2
C -0.3 -0.3 -0.1
C 1.3 -0.9 0.6
C -0.3 -0.3 1.0
C 0.1 -1.0 0.3
C -2.2 0.0 2.2
C -1.2 -0.6 -0.1
C 0.4 0.5 0.6
C 0.3 -0.8 -1.2
C 1.3 0.6 -2.1
C 0.9 -0.5 0.7
C -0.2 1.6 2.1
C 0.4 -0.2 -0.4
C -1.0 -0.2 -0.2
C -0.8 -1.1 0.8
C -0.1 -1.3 -0.8
C -0.2 1.0 0.0
C -0.4 -1.6 1.2
C 0.8 0.2 0.8
C 0.5 -0.2 0.4
C 0.6 0.4 0.6
C -0.5 -0.2 -0.3
C -0.8 -3.3 1.1
C -1.3 -0.1 -0.2
C 2.0 -1.6 -1.7
C 0.1 -1.0 -1.1
C -1.2 -0.9 -1.4
C -1.0 -0.4 -0.2
C -0.4 0.7 -0.6
C 0.4 -0.4 1.9
C -0.1 0.1 -0.9
C 0.2 0.1 -2.1
C 1.3 0.6 0.4
C -0.1 -0.6 1.0
C 0.5 1.9 0.3
C 0.0 1.6 1.3
C -1.7 -0.7 0.0
C -1.7 -2.6 -0.8
C -0.6 0.8 -0.9
C -0.3 -0.7 0.2
C 0.5 -1.1 -0.6
C 0.0 0.9 -0.1
C -0.6 -0.9 -1.5
C 2.1 -0.4 0.3
C -1.0 1.4 -0.4
C -0.5 1.2 1.7
C -0.1 -0.1 -2.0
C -0.6 -0.2 -0.4
C -1.6 0.9 0.3
C -0.5 0.7 -0.1
C 0.2 -1.0 -1.7
C 0.9 0.0 0.1
C -0.2 -1.5 -0.7
C 0.8 1.1 -0.2
C -0.1 0.8 -0.2
C -0.6 1.7 -0.2
C 0.8 -0.9 -0.1
C -0.4 0.7 -0.4
C 2.2 1.5 -1.3
C -0.5 0.0 0.2
C -1.8 0.1 0.4
C -1.0 0.6 0.8
C 0.1 -1.0 -0.3
C 1.0 0.7 -1.3
C -0.2 0.2 -1.0
C 2.3 -0.6 -0.1
C -0.5 -0.8 -0.7
C 0.0 -1.7 1.2
H 0.0 0.1 0.4
H -0.3 -0.1 -0.2
H 0.0 0.0 0.4
H 0.4 -0.3 -0.3
H 0.2 0.4 0.4
H -0.4 0.1 -0.3
H 0.1 0.5 0.4
H -0.1 0.2 0.2
H -0.4 0.4 0.2
H 0.4 -0.6 0.3
H 0.1 0.1 0.2
H -0.1 -0.1 0.3
H 0.2 0.1 0.1
H -0.5 0.5 0.3
H -0.2 0.0 0.9
H 0.1 0.1 0.1
H -0.2 0.0 -0.4
H 1.1 -0.4 -0.3
H 0.2 0.3 0.3
H 0.1 0.1 0.0
H 0.3 0.0 -0.1
H 0.5 0.6 -0.1
H -0.1 0.0 0.2
H -0.1 0.0 -0.3
H -0.8 -0.4 0.8
H -0.3 -0.3 0.3
H 0.1 0.8 -0.1
H -0.3 0.6 -0.1
H -0.1 -0.7 0.2
H -0.1 0.3 0.3
H 0.3 0.4 0.0
H 0.5 -0.1 -0.3
H -0.1 -0.2 0.0
H 0.6 -0.3 -0.2
H 0.1 -0.5 0.0
H 0.1 -0.4 -0.3
H 0.2 0.7 -0.3
H -0.2 0.0 -0.5
H -0.8 0.1 -0.4
H -0.1 -0.3 0.4
H 0.1 0.2 0.4
H 0.6 -0.1 -0.1
H 0.3 0.4 -0.1
H -0.4 0.3 -0.6
H 0.5 0.2 0.2
H 0.0 0.0 -0.8
H -0.4 0.5 0.5
H 0.4 0.7 -0.4
H -0.4 0.3 0.6
H 0.3 -0.3 -0.2
H -0.1 -1.0 -0.1
H 0.3 0.3 0.1
H 0.3 0.2 -0.2
H -0.3 -0.3 0.9
H -0.3 0.0 -0.2
H 0.2 -0.6 -0.4
H -0.2 0.1 -0.1
H 0.0 -0.1 -0.1
H 0.8 -0.6 -0.3
H -0.1 -0.6 0.0
H -0.2 -0.2 0.2
H 0.2 0.8 -0.1
H 0.0 0.0 0.1
H -0.2 0.1 -0.5
H -0.1 -0.2 0.1
H 0.6 -0.2 0.3
H -0.6 0.5 0.6
H 0.2 -0.2 -0.2
H 0.4 -0.1 0.2
H 0.3 0.5 0.4
H 0.3 0.2 0.0
H 0.0 -0.3 -0.2
H -0.7 -0.1 0.4
H 0.4 0.0 -0.2
H -0.2 0.1 0.6
H -0.4 -0.3 -0.1
H -0.3 0.7 0.1
H -0.3 0.2 -0.9
H 0.1 -0.2 -0.1
H 0.0 0.3 -0.3
H 0.2 0.0 -0.2
H 0.4 -0.3 0.1
H 0.2 0.3 0.4
H -0.5 -0.2 0.1
H 0.4 -0.3 0.4
H 0.2 0.2 -0.5
H -0.2 -0.2 -0.5
H -0.2 -0.1 0.0
H 0.0 0.0 0.0
H -0.2 0.1 0.1
H -0.1 0.0 -0.1
H -0.3 0.4 0.3
H -0.6 -0.1 -0.3
H -0.4 0.1 0.6
H 0.3 -0.1 0.3
H 0.8 0.6 0.1
H 0.4 0.3 -0.1
H -0.2 -0.1 0.0
H 0.2 0.5 0.1
H 0.2 -0.3 -0.3
H -0.1 0.6 0.3
H 0.7 -0.2 -0.2
H -1.0 -0.5 -0.3
H 0.2 0.6 -0.1
H 0.0 -0.8 0.2
H 0.1 0.5 0.3
H 0.2 0.2 -0.5
H -0.7 -0.7 -0.5
H 0.0 0.1 -0.3
H -0.7 0.0 0.3
H -0.2 -0.2 -0.3
H 0.8 0.5 0.6
H 0.5 -0.3 0.5
H 0.8 0.2 0.3
H -0.3 0.5 0.4
H 0.3 -1.0 -1.1
H -0.3 -0.3 0.0
H -0.1 -0.4 -0.1
H -0.4 -0.2 0.0
H -0.2 0.5 0.1
H -0.4 -0.1 0.1
H -0.2 0.2 0.3
H 0.0 -0.2 -0.1
H 0.0 -0.3 0.0
H -0.4 0.3 0.0
H -0.3 -0.5 -0.2
H 0.2 0.4 -0.2
H -0.1 0.2 -0.3
H 0.2 0.2 0.3
H -0.2 -0.4 -0.7
H -0.5 0.1 0.0
H -0.6 0.2 -0.3
H -0.6 0.7 0.2
H -0.1 0.7 0.7
H 0.3 0.2 0.3
H -0.1 -0.1 0.3
H -0.4 0.0 0.3
H -0.1 0.0 0.4
H -0.3 0.3 0.2
H -0.1 0.2 0.2
H 0.3 -0.1 0.3
H 0.4 0.6 0.4
H -0.1 0.1 -0.1
H -0.2 0.1 -1.0
H 0.2 0.1 -0.1
H -0.1 0.0 -0.1
H -0.5 0.0 0.0
H 0.0 0.2 -0.6
H -0.3 -0.1 0.0
H -0.3 0.0 0.0
H 0.0 -0.9 -0.5
H 0.1 0.0 0.1
H 0.2 0.5 0.0
H -0.2 0.3 0.5
H -0.1 0.1 0.2
H -0.1 0.4 0.1
H -0.1 -0.3 -0.2
H 0.1 0.1 0.0
H 0.6 -0.2 0.0
H 0.2 0.1 -0.1

Output
* multiplicity: 1
* largest force on an atom: 0.0696 Eh/bohr
* net charge: +4
* HOMO level: -16.43 eV